Entry 1:
Computed, not measured: C30H26BMoN2O2P as an isolated structure in a non-equilibrium geometry, with ωB97M-V/def2-TZVPD.

XYZ file:
```
63
Properties=species:S:1:pos:R:3:lowdin_spin:R:1
Mo 1.00451 0.50418 0.58283 1.847
N 1.67793 -1.92455 -1.22517 0.018
P 0.55047 -1.71110 0.12328 0.074
C 0.80164 -3.16628 1.12259 0.003
C 0.28812 -4.44715 0.69450 0.000
C 0.48813 -5.60331 1.41178 0.000
C 1.05074 -5.51333 2.70108 0.001
C 1.38869 -4.26216 3.21680 0.000
C 1.18286 -3.09763 2.45876 0.002
C -1.08120 -1.80094 -0.63399 0.022
C -1.37966 -1.35133 -1.97160 0.010
C -2.67983 -1.41289 -2.48584 -0.001
C -3.73200 -1.92423 -1.68965 0.011
C -3.47748 -2.48329 -0.42912 0.000
C -2.16740 -2.30051 0.12658 0.009
C 2.44512 -0.83792 -1.57630 0.010
C 3.61907 -0.98245 -2.27372 0.003
C 4.46946 0.16362 -2.46974 0.003
C 4.13053 1.36930 -1.86474 0.004
C 2.88679 1.46053 -1.25457 0.017
N 2.15680 0.36406 -1.01544 0.020
H 2.15962 -2.81818 -1.43188 0.001
H -0.26459 -4.43907 -0.28911 0.000
H 0.27649 -6.61665 0.97831 0.000
H 1.28539 -6.39234 3.29873 0.000
H 1.93906 -4.22298 4.14682 0.000
H 1.16465 -2.13023 2.92004 0.001
H -0.55538 -1.03957 -2.61905 0.000
H -2.87286 -1.09038 -3.52003 0.000
H -4.76524 -1.86462 -2.09258 0.000
H -4.19716 -3.05445 0.24920 0.000
H -1.96802 -2.68714 1.13414 0.000
H 3.74494 -1.90607 -2.83521 0.000
H 5.33006 0.21861 -3.19703 0.000
H 4.74349 2.23274 -1.97406 0.000
H 2.39730 2.43531 -1.12220 0.003
C 1.52750 0.89493 2.56074 -0.055
C 1.65819 2.32030 2.25194 0.004
C 0.50770 3.07337 2.00067 -0.016
C 0.66091 4.47876 2.02642 0.005
C 1.84117 5.12843 2.19667 -0.016
C 3.03233 4.32487 2.33534 0.006
C 2.90053 2.95362 2.27284 -0.004
H 0.60925 0.56749 3.04323 0.000
H 2.39904 0.45892 3.04219 -0.001
H -0.46421 2.66903 1.85012 -0.001
H -0.26845 5.06890 1.93197 0.000
H 1.88853 6.17930 2.23571 -0.001
H 4.01733 4.74016 2.49289 0.001
H 3.82321 2.40923 2.47307 0.000
O -2.32009 1.11462 0.44062 0.007
B -0.94550 1.33465 -0.07468 -0.004
O -1.10737 2.08899 -1.40179 0.006
C -2.49129 2.23241 -1.61303 0.001
C -3.06999 2.82970 -2.70035 0.001
C -4.44121 2.67216 -2.78711 0.002
C -5.16847 2.17095 -1.74989 0.004
C -4.55281 1.48514 -0.66779 0.000
C -3.21609 1.62395 -0.59619 0.001
H -2.53509 3.37536 -3.45997 0.000
H -4.92422 3.04984 -3.63397 0.000
H -6.27036 2.25615 -1.68412 0.000
H -5.13160 0.83123 0.02003 0.000
```

Summary:
**Spin multiplicity**: 3
**Net charge**: +2
**Strongest force on any atom**: 5.32 eV/A
**Molecular weight**: 584.276 g mol⁻¹
**E_tot**: -50411.666 eV
**Energy above the lowest of the compared OMol25 structures with the same formula, charge and spin**: 19.72 kcal/mol

Entry 2:
Computed, not measured: C30H26Cl2CrI2N3O as an isolated structure in a non-equilibrium geometry, with ωB97M-V/def2-TZVPD.

XYZ file:
```
65
Properties=species:S:1:pos:R:3:lowdin_spin:R:1
Cr -0.18148 -0.04127 -0.12594 2.937
Cl 0.46267 -0.86893 4.84324 0.002
C 1.68951 -0.61779 3.67800 0.005
C 3.03054 -0.83744 4.04083 -0.003
C 4.00346 -0.79398 3.03259 0.006
Cl 5.58976 -1.12476 3.60022 0.002
C 3.74269 -0.43961 1.64873 -0.001
C 4.59266 -0.27576 0.55524 0.009
C 4.04717 -0.31949 -0.73950 -0.004
C 2.64992 -0.34209 -0.95528 0.012
N 1.81365 -0.38706 0.05878 -0.005
C 2.31687 -0.41906 1.33018 0.004
C 1.31315 -0.41507 2.30904 -0.001
O 0.08404 -0.15564 1.96641 0.005
H 3.29850 -1.05456 5.05462 0.000
H 5.65881 -0.21465 0.71202 0.000
H 4.65523 -0.29441 -1.64519 0.000
H 2.26914 -0.48465 -1.97125 0.002
C 2.15114 3.88878 -3.07805 0.006
C 1.33095 2.79542 -3.43186 0.000
C 0.45280 2.21458 -2.51182 0.011
C 0.56984 2.52755 -1.12443 0.007
C 1.42917 3.54709 -0.76570 0.004
C 2.22412 4.21536 -1.71073 0.000
N -0.28025 1.92326 -0.17559 0.010
C -1.20128 2.66708 0.50310 0.000
C -1.98151 2.03584 1.52552 0.015
C -2.79249 2.68663 2.43286 -0.001
C -2.71557 4.11591 2.42239 0.012
C -2.12704 4.74812 1.31607 -0.001
C -1.48380 4.04868 0.27681 0.010
H 2.90360 4.17307 -3.83595 0.000
H 1.34375 2.32172 -4.43188 0.000
H -0.14118 1.35399 -2.84374 0.002
H 1.61741 3.74637 0.27853 0.000
H 2.95545 4.95546 -1.41951 0.000
H -1.81692 0.94319 1.57766 0.004
H -3.49311 2.13538 3.09449 0.000
H -3.09831 4.70769 3.25735 0.001
H -2.21629 5.85533 1.29672 0.000
H -0.96709 4.58015 -0.54691 0.001
C -1.09166 -3.42743 1.75176 0.000
N -1.70011 -3.42753 0.42723 0.000
C -2.24025 -4.74562 0.13687 0.000
C -0.96509 -2.75460 -0.60297 0.000
C -1.84534 -1.90264 -1.51050 -0.004
C -2.78165 -2.44076 -2.40892 -0.003
C -3.71614 -1.61533 -3.00885 0.001
C -3.59238 -0.24195 -2.92280 -0.001
C -2.60472 0.27192 -2.13668 -0.002
C -1.70105 -0.53639 -1.48714 -0.044
H -1.90403 -3.51963 2.47658 0.000
H -0.61081 -2.47622 2.01740 0.000
H -0.44782 -4.31642 1.88670 0.000
H -2.22634 -4.93008 -0.93782 0.000
H -3.25585 -4.85534 0.57014 0.000
H -1.56154 -5.52781 0.52277 0.000
H -0.26141 -3.42501 -1.18881 0.000
H -0.25908 -2.00964 -0.12090 0.004
H -2.77624 -3.51807 -2.43131 -0.001
H -4.49600 -2.10371 -3.55176 0.000
H -4.30323 0.42762 -3.41615 0.000
H -2.39042 1.36416 -2.08591 -0.001
I 2.21521 -4.50244 -0.89778 0.000
I 0.81631 -6.88754 -0.57920 0.000
```

Summary:
**Spin multiplicity**: 4
**Net charge**: 0
**Strongest force on any atom**: 2.95 eV/A
**Molecular weight**: 821.268 g mol⁻¹
**E_tot**: -107715.179 eV

Q: Which of these has the highest spin multiplicity?
A: C30H26Cl2CrI2N3O

Q: Among the records above, which one has the highest molecular weight?
A: C30H26Cl2CrI2N3O

Q: Which value of strongest force on any atom does entry 2 give?
A: 2.95 eV/A